Formula: C20H23N3O3S
Source: the OMol25 dataset
Level of theory: the ωB97M-V functional and the def2-TZVPD basis

XYZ file:
```
50
Properties=species:S:1:pos:R:3:forces:R:3
C -5.699978 -2.100711 0.022901 0.0 0.0 0.0
C -5.676583 -0.823050 -0.790449 0.3 0.2 0.3
S -5.224629 0.622076 0.228330 -0.4 0.1 -0.1
C -3.493022 0.416093 0.340200 0.0 -0.3 -0.2
N -2.919191 -0.572754 -0.264323 -0.1 -0.2 -0.2
C -1.564094 -0.655247 -0.155793 0.1 0.7 0.5
C -0.792127 0.233222 0.540863 0.2 -0.4 -0.1
C -1.421221 1.312152 1.244177 -0.3 -0.2 -0.1
O -0.902140 2.158837 1.939923 0.2 0.1 0.1
N -2.827113 1.327493 1.074219 -0.1 0.1 0.1
C 0.710244 0.119004 0.559939 -0.1 0.2 0.0
C 1.304250 1.247722 -0.261427 0.1 0.1 0.1
C 1.208425 1.222528 -1.646533 0.0 0.0 0.1
C 1.751831 2.243072 -2.406131 0.0 0.0 -0.1
C 2.392356 3.302748 -1.786956 0.0 0.1 -0.1
C 2.481024 3.338491 -0.405651 0.1 0.1 0.0
C 1.939571 2.316343 0.353255 0.0 0.0 -0.1
C 1.178034 -1.217073 0.008599 -0.5 0.1 0.1
C 2.619589 -1.477816 0.149642 0.1 -0.4 -0.2
O 3.228902 -2.401116 -0.350715 0.2 0.1 0.1
O 3.191144 -0.532841 0.907960 -0.3 -0.1 0.1
C 4.614258 -0.493823 1.078507 0.7 -0.1 -0.1
C 5.141263 -1.730962 1.799223 -0.3 0.2 -0.1
C 5.316665 -0.258200 -0.254971 -0.3 0.0 0.2
C 0.338987 -2.048441 -0.648933 0.4 0.0 0.2
C 0.690471 -3.357995 -1.274904 0.2 0.0 0.0
N -0.996278 -1.726520 -0.785762 -0.1 -0.1 -0.1
H -4.709892 -2.305982 0.421852 0.0 -0.1 0.0
H -6.001821 -2.932048 -0.610556 0.0 -0.1 0.0
H -6.403135 -2.017804 0.848200 -0.1 0.0 0.1
H -6.660416 -0.584012 -1.192109 0.0 0.1 0.0
H -4.943369 -0.870801 -1.593006 -0.1 0.0 -0.1
H -3.327904 2.078616 1.534425 0.1 -0.1 0.0
H 1.055056 0.239314 1.592948 0.0 0.0 -0.2
H 0.710424 0.395755 -2.134042 0.0 -0.1 -0.1
H 1.675665 2.210890 -3.483716 0.0 0.0 -0.1
H 2.819269 4.098630 -2.380026 0.0 0.1 0.0
H 2.976110 4.165702 0.082081 0.0 0.1 0.0
H 2.002423 2.347150 1.429860 0.0 0.0 0.1
H 4.746271 0.386990 1.719454 0.0 -0.2 -0.1
H 4.588302 -1.889451 2.722553 0.0 0.0 0.1
H 5.032327 -2.608013 1.167652 0.1 0.0 0.0
H 6.192057 -1.590274 2.037123 0.1 0.0 0.1
H 6.372562 -0.068871 -0.083261 0.1 0.1 0.0
H 4.876826 0.602009 -0.756126 0.0 0.1 -0.1
H 5.210425 -1.131247 -0.893111 0.1 0.0 0.0
H 0.125940 -4.159639 -0.798833 -0.1 -0.1 0.0
H 1.751204 -3.554536 -1.170725 -0.1 0.0 -0.1
H 0.433068 -3.341267 -2.333589 -0.1 0.0 -0.1
H -1.617922 -2.374210 -1.245926 0.0 0.1 0.1
```
Positions in Å, forces in eV/Å.

Values from the calculation:
spin multiplicity: 1
SMILES string: CCSc1nc2c(c(=O)[nH]1)[C@H](c1ccccc1)C(C(=O)OC(C)C)=C(C)N2
E: -1564.17532 a.u.
LUMO level: 0.466 eV
F_max: 0.8 eV Å⁻¹
energy above the lowest of the compared OMol25 structures with the same formula, charge and spin: 18.2 kJ/mol
charge: 0

***

Formula: C20H23N3O4S2
Source: the OMol25 dataset
Level of theory: the ωB97M-V functional and the def2-TZVPD basis

XYZ file:
```
52
Properties=species:S:1:pos:R:3:forces:R:3
C 0.406846 2.689358 -4.246143 0.0 0.2 0.0
O 0.758101 1.358923 -3.954423 0.0 -0.3 0.1
C 0.063741 0.709105 -2.972810 0.1 -0.2 0.1
C 0.499384 -0.576709 -2.660959 -0.1 0.3 -0.2
C -0.093333 -1.301841 -1.649516 -0.1 0.0 0.0
C -1.164165 -0.777902 -0.920318 0.1 0.2 -0.2
N -1.724310 -1.457210 0.155993 -0.1 -0.2 0.3
C -3.155662 -1.498639 0.348459 0.0 -0.1 0.1
C -3.463936 -1.351229 1.848894 -0.4 0.2 -0.2
N -2.377492 -1.880309 2.640508 0.5 0.7 0.7
S -1.443309 -0.792054 3.484486 -0.2 -0.1 0.2
O -2.355140 0.122192 4.104336 -0.1 0.2 -0.3
O -0.563840 -1.572964 4.304552 0.2 -0.1 -0.3
C -0.421217 0.162896 2.354566 -0.2 -0.2 0.5
C -0.937484 1.278367 1.723340 -0.1 0.2 0.0
C -0.109059 2.042361 0.924811 0.2 -0.2 0.2
C 1.237932 1.723117 0.791754 0.2 -0.1 -0.1
C 1.770038 0.629149 1.484853 -0.6 0.2 -0.1
C 0.914623 -0.162297 2.245319 0.1 -0.1 0.0
N 3.136146 0.368823 1.514261 -0.1 -0.4 0.5
C 4.125484 0.938133 0.771735 0.2 0.3 -0.3
O 5.291195 0.781341 1.052022 0.2 -0.1 0.0
C 3.681317 1.668998 -0.478722 -0.3 0.1 -0.2
C 3.352361 0.651960 -1.563992 0.1 0.0 0.0
S 2.265607 2.778170 -0.160213 0.3 0.1 0.1
C -1.694472 -2.996594 2.044999 0.3 -0.4 -0.1
C -1.060139 -2.627191 0.685913 0.0 0.0 -0.1
C -1.619609 0.493287 -1.270196 0.0 -0.3 -0.1
C -1.017227 1.229287 -2.273423 0.1 0.1 -0.3
H 0.514291 3.332852 -3.366564 0.0 0.0 0.0
H 1.102009 3.015328 -5.018339 -0.1 0.0 0.0
H -0.615901 2.762370 -4.629850 0.0 0.0 0.0
H 1.313782 -0.995715 -3.231022 0.1 0.0 0.0
H 0.278747 -2.292298 -1.442265 0.0 -0.1 0.0
H -3.638746 -0.708784 -0.222695 0.0 -0.1 0.0
H -3.549105 -2.462139 -0.013580 -0.1 0.1 -0.1
H -4.384570 -1.890269 2.101116 0.0 0.1 0.0
H -3.588062 -0.310213 2.144794 -0.2 0.0 -0.2
H -1.967299 1.550479 1.880863 -0.2 0.1 0.0
H -0.483373 2.916711 0.416832 -0.1 0.1 -0.1
H 1.292916 -1.002492 2.807514 0.1 -0.1 0.1
H 3.456348 -0.229823 2.266542 0.1 0.1 -0.2
H 4.491271 2.326263 -0.802600 -0.1 -0.1 0.2
H 4.233857 0.051496 -1.780498 0.1 -0.1 0.0
H 2.547097 -0.004188 -1.239108 0.0 0.0 0.0
H 3.037701 1.157370 -2.473763 -0.1 0.0 -0.1
H -2.420475 -3.806337 1.924428 0.0 0.1 0.1
H -0.933603 -3.314648 2.756857 0.0 -0.2 -0.2
H -0.003689 -2.381275 0.819924 0.0 -0.1 0.0
H -1.135603 -3.492420 0.005682 0.1 0.0 0.0
H -2.449941 0.933996 -0.741374 -0.1 0.1 0.1
H -1.400034 2.213209 -2.492982 0.0 0.1 0.0
```
Positions in Å, forces in eV/Å.

Values from the calculation:
spin multiplicity: 1
SMILES string: COc1ccc(N2CCN(S(=O)(=O)c3ccc4c(c3)NC(=O)[C@@H](C)S4)CC2)cc1
E: -2037.53276 a.u.
LUMO level: 0.428 eV
F_max: 1.1 eV Å⁻¹
energy above the lowest of the compared OMol25 structures with the same formula, charge and spin: 92.3 kJ/mol
charge: 0

***

Formula: C20H23NO4
Source: the OMol25 dataset
Level of theory: the ωB97M-V functional and the def2-TZVPD basis

XYZ file:
```
48
Properties=species:S:1:pos:R:3:forces:R:3
C -1.647103 -2.998088 -4.009743 0.1 0.0 0.0
C -1.972568 -3.118952 -2.551967 0.0 0.1 0.1
C -2.260502 -4.365452 -2.003460 0.0 0.0 0.1
C -2.559557 -4.502779 -0.657461 0.0 0.1 -0.2
C -2.867640 -5.843958 -0.064286 0.0 0.0 0.0
C -2.579099 -3.376759 0.157792 0.0 0.0 0.2
C -2.291573 -2.130305 -0.373756 0.0 -0.3 0.0
N -2.282823 -0.957622 0.391064 0.0 0.1 -0.4
C -2.461666 -0.797948 1.728141 0.0 0.6 0.1
O -2.736483 -1.674923 2.512627 -0.1 -0.3 0.2
C -2.281883 0.664903 2.157984 0.0 -0.2 0.1
C -1.015335 1.229803 1.584736 -0.1 0.2 0.0
C 0.213537 0.849225 2.108247 0.0 0.1 -0.1
C 1.398017 1.283384 1.542644 0.2 0.1 -0.1
C 1.372665 2.122709 0.432930 -0.2 0.1 -0.1
O 2.502889 2.522749 -0.242863 -0.2 -0.3 0.0
C 3.456230 3.358219 0.414441 0.3 0.4 0.3
C 2.784919 4.518942 1.144828 0.1 -0.2 -0.3
C 4.409602 2.591931 1.344359 -0.3 0.0 -0.2
C 4.309441 3.899465 -0.744850 -0.3 0.1 0.1
O 4.544379 5.057101 -0.943723 0.1 0.3 0.0
O 4.790597 2.917123 -1.500375 0.2 -0.7 -0.3
C 0.145381 2.514219 -0.092549 0.3 0.0 0.0
C -1.033805 2.065796 0.473798 0.1 0.0 0.2
C -1.987759 -2.008050 -1.729328 0.0 -0.1 0.0
H -1.476654 -1.960784 -4.287099 0.0 0.0 -0.1
H -2.461838 -3.392575 -4.614076 0.0 0.0 -0.1
H -0.749695 -3.571066 -4.244524 0.0 0.0 -0.1
H -2.246503 -5.236563 -2.641568 0.0 -0.2 -0.1
H -2.200651 -6.049430 0.770929 0.0 -0.1 0.1
H -3.888963 -5.863481 0.315936 0.0 -0.1 0.0
H -2.757378 -6.634401 -0.803274 0.0 -0.1 0.0
H -2.811441 -3.471411 1.205936 0.0 0.0 0.0
H -2.028250 -0.127732 -0.127348 0.0 -0.1 0.2
H -2.265956 0.681734 3.247994 -0.1 -0.1 -0.1
H -3.151207 1.230694 1.813139 0.0 0.0 0.0
H 0.241237 0.189607 2.962188 0.0 -0.1 0.1
H 2.336456 0.945248 1.948959 0.1 0.0 0.0
H 2.138275 5.063976 0.461209 0.0 0.1 0.0
H 2.190581 4.146242 1.974469 0.0 -0.1 0.1
H 3.544594 5.200615 1.518542 0.0 0.0 0.0
H 4.703826 1.657725 0.873851 0.1 -0.1 0.0
H 5.298864 3.192755 1.523289 0.1 0.0 0.1
H 3.935569 2.391038 2.302083 0.0 0.0 0.1
H 5.307249 3.277832 -2.239151 -0.1 0.2 0.2
H 0.130957 3.158079 -0.956907 0.0 0.1 -0.1
H -1.978704 2.384497 0.052788 -0.1 0.0 0.0
H -1.760228 -1.033333 -2.136594 0.0 0.2 -0.1
```
Positions in Å, forces in eV/Å.

Values from the calculation:
spin multiplicity: 1
SMILES string: Cc1cc(C)cc(NC(=O)Cc2ccc(OC(C)(C)C(=O)O)cc2)c1
E: -1131.68404 a.u.
LUMO level: 0.593 eV
F_max: 0.8 eV Å⁻¹
energy above the lowest of the compared OMol25 structures with the same formula, charge and spin: 47.5 kJ/mol
charge: 0

***

- Among the records above, which one has the lowest E?
  C20H23N3O4S2

***

- Which of these has the highest LUMO level?
  C20H23NO4

***

- Which of these has the highest energy above the lowest of the compared OMol25 structures with the same formula, charge and spin?
  C20H23N3O4S2

***

- The highest LUMO level belongs to which entry?
  C20H23NO4